1.
The following is a DFT calculation (the ωB97M-V functional and the def2-TZVPD basis) of 6 unconnected molecules or ions with the total composition C12H37O9 at a distorted geometry.

Summary:
Charge: +1
DFT total energy in Eh: -1155.974769
Orbital gap in eV: 10.135
Relative energy (zero: lowest compared OMol25 entry of this formula, charge and spin) in kcal per mole: 25.8
Multiplicity: 1
E_LUMO in Eh: -0.084

Atoms and positions in Å:
O1 36.644 29.437 39.039
H1 37.228 29.860 38.397
H2 35.871 29.695 38.603
H3 36.631 28.454 38.910
C1 38.301 31.627 36.775
C2 39.525 32.614 36.562
O2 39.121 33.709 35.855
O3 38.682 30.575 37.731
H4 37.842 31.141 35.908
H5 37.497 32.225 37.276
H6 40.348 31.978 35.931
H7 40.190 32.919 37.394
H8 39.490 34.505 36.308
H9 39.664 30.105 37.609
C3 38.669 31.933 40.950
C4 38.420 31.874 42.417
O4 39.514 31.483 43.126
O5 37.468 32.064 40.310
H10 39.324 31.291 40.355
H11 39.175 32.958 40.650
H12 37.389 31.261 42.669
H13 38.265 32.844 42.783
H14 40.092 32.293 43.054
H15 37.234 33.043 40.167
C5 37.099 27.831 35.756
C6 37.852 26.468 36.001
O6 38.762 26.253 34.981
O7 36.086 27.953 36.624
H16 36.611 27.964 34.837
H17 37.787 28.820 35.946
H18 37.057 25.783 36.081
H19 38.366 26.418 36.887
H20 38.119 26.174 34.302
H21 35.534 27.210 36.570
C7 32.875 30.159 37.426
C8 33.865 31.202 37.655
C9 33.918 31.609 39.189
O8 35.107 30.733 37.207
H22 33.304 29.274 38.212
H23 33.133 29.810 36.330
H24 31.902 30.223 37.718
H25 33.542 32.207 37.279
H26 34.767 32.227 39.570
H27 33.945 30.881 40.049
H28 32.896 31.968 39.449
H29 34.864 30.594 36.239
C10 38.663 28.074 41.457
C11 37.576 26.944 41.349
C12 36.142 27.382 41.922
O9 37.322 26.982 39.958
H30 39.354 27.861 40.758
H31 38.796 28.031 42.627
H32 38.044 28.993 41.089
H33 38.116 26.310 41.641
H34 35.660 28.194 41.430
H35 36.391 27.640 43.090
H36 35.408 26.611 42.047
H37 37.393 26.091 39.638

2.
The following is a DFT calculation (the ωB97M-V functional and the def2-TZVPD basis) of a molecular structure, C12H38AsF6O7 at a distorted geometry.

Summary:
Charge: -1
DFT total energy in Eh: -3841.755390
Orbital gap in eV: 10.575
Relative energy (zero: lowest compared OMol25 entry of this formula, charge and spin) in kcal per mole: 26.8
Multiplicity: 1
E_LUMO in Eh: 0.084

Atoms and positions in Å:
As1 0.807 -0.002 -0.335
F1 2.072 -0.945 -1.270
F2 1.931 0.416 0.906
F3 -0.482 0.862 0.562
F4 -0.400 -0.390 -1.648
F5 0.251 -1.522 0.502
F6 1.224 1.543 -1.267
O1 -2.207 0.213 -6.707
H1 -1.379 0.614 -6.973
H2 -2.174 0.206 -5.751
O2 6.089 3.586 4.474
H3 6.312 3.649 5.403
H4 5.357 2.970 4.444
O3 -1.778 3.365 5.285
H5 -2.220 3.876 4.607
H6 -1.582 2.527 4.866
C1 -8.572 0.412 -2.132
C2 -7.423 0.315 -1.135
C3 -7.696 0.545 0.341
O4 -7.015 -1.023 -1.320
H7 -8.356 0.251 -3.188
H8 -9.023 1.402 -2.060
H9 -9.312 -0.380 -2.021
H10 -6.687 1.071 -1.409
H11 -7.975 -0.398 0.812
H12 -8.608 1.141 0.354
H13 -6.932 1.141 0.840
H14 -6.091 -1.047 -1.579
C4 1.238 8.060 0.680
C5 -0.161 8.234 0.004
C6 -0.060 8.078 -1.536
O5 -0.923 7.188 0.461
H15 1.041 8.065 1.752
H16 1.949 8.875 0.541
H17 1.753 7.100 0.673
H18 -0.624 9.190 0.250
H19 -0.271 7.092 -1.951
H20 0.952 8.364 -1.820
H21 -0.722 8.800 -2.015
H22 -0.498 6.413 0.085
C7 3.638 -4.683 8.065
C8 4.921 -4.939 7.248
C9 4.979 -4.018 6.010
O6 6.032 -4.728 8.130
H23 2.748 -4.609 7.440
H24 3.653 -3.856 8.775
H25 3.385 -5.583 8.625
H26 4.743 -5.900 6.766
H27 3.998 -4.218 5.579
H28 5.818 -4.341 5.393
H29 4.912 -2.930 6.025
H30 5.775 -4.079 8.789
C10 0.801 -5.791 -5.952
C11 1.786 -5.030 -6.708
C12 3.227 -5.604 -6.430
O7 1.484 -5.317 -8.078
H31 0.689 -6.795 -6.363
H32 -0.224 -5.423 -6.001
H33 1.152 -5.784 -4.920
H34 1.610 -3.961 -6.590
H35 3.584 -5.137 -5.512
H36 4.071 -5.437 -7.098
H37 3.211 -6.684 -6.280
H38 2.198 -5.006 -8.639

3.
The following is a DFT calculation (the ωB97M-V functional and the def2-TZVPD basis) of a molecular structure, C12H38ClN4O4 at a distorted geometry.

Summary:
Charge: +1
DFT total energy in Eh: -1459.383830
Orbital gap in eV: 5.951
Relative energy (zero: lowest compared OMol25 entry of this formula, charge and spin) in kcal per mole: 122.6
Multiplicity: 1
E_LUMO in Eh: -0.147

Atoms and positions in Å:
N1 1.194 1.848 2.299
H1 1.803 2.588 1.981
H2 0.616 2.297 2.996
H3 1.748 1.114 2.716
H4 0.511 1.568 1.610
N2 -2.142 2.630 3.044
H5 -2.540 1.950 3.676
H6 -1.190 2.874 3.278
H7 -2.675 3.487 3.093
H8 -2.161 2.408 2.059
Cl1 -1.523 0.988 0.923
O1 -0.227 1.522 0.572
O2 -1.947 -0.046 0.050
O3 -1.375 0.450 2.202
O4 -2.425 2.109 0.949
C1 -0.077 3.184 -1.978
C2 -0.683 1.754 -2.070
N3 -0.087 0.933 -3.116
C3 1.245 0.390 -2.784
C4 1.900 -0.409 -3.914
C5 -0.998 -0.109 -3.538
C6 -2.200 0.497 -4.327
H9 0.902 3.298 -1.513
H10 -0.756 3.833 -1.424
H11 -0.106 3.719 -2.927
H12 -0.663 1.325 -1.068
H13 -1.741 1.961 -2.232
H14 1.909 1.202 -2.489
H15 1.136 -0.294 -1.943
H16 2.874 -0.806 -3.628
H17 1.346 -1.257 -4.317
H18 2.120 0.325 -4.690
H19 -1.533 -0.533 -2.688
H20 -0.493 -0.891 -4.106
H21 -2.967 1.050 -3.784
H22 -2.717 -0.359 -4.760
H23 -1.769 1.019 -5.181
C7 3.080 -2.333 2.894
C8 1.701 -2.903 2.474
N4 0.511 -2.097 2.210
C9 -0.561 -2.997 1.894
C10 -1.937 -2.320 1.805
C11 0.584 -0.959 1.306
C12 1.273 -1.279 -0.082
H24 3.067 -1.991 3.929
H25 3.417 -1.720 2.058
H26 3.737 -3.191 3.040
H27 1.967 -3.479 1.587
H28 1.397 -3.562 3.286
H29 -0.183 -3.455 0.980
H30 -0.593 -3.877 2.537
H31 -2.705 -3.055 2.047
H32 -2.093 -1.394 2.357
H33 -2.056 -2.042 0.757
H34 1.189 -0.332 1.961
H35 -0.366 -0.441 1.177
H36 1.195 -0.440 -0.774
H37 0.756 -2.167 -0.446
H38 2.312 -1.587 0.033

4.
The following is a DFT calculation (the ωB97M-V functional and the def2-TZVPD basis) of 7 unconnected molecules or ions with the total composition C12H38N4O12 at a distorted geometry.

Summary:
Charge: +1
DFT total energy in Eh: -1601.439070
Orbital gap (alpha / beta) in eV: 8.756 / 1.700
Multiplicity: 2
E_LUMO (alpha / beta) in Eh: -0.098 / -0.358
Expectation value of S²: 0.754

Atoms and positions in Å:
C1 0.815 -2.746 -3.701
O1 -0.372 -2.925 -3.781
N1 1.293 -1.775 -2.976
N2 1.743 -3.446 -4.255
H1 0.611 -1.383 -2.342
H2 2.240 -1.442 -3.089
H3 1.224 -4.063 -4.864
H4 2.615 -3.051 -4.575
C2 -4.249 -2.160 1.285
O2 -4.010 -3.075 0.553
N3 -3.458 -1.764 2.237
N4 -5.351 -1.486 1.202
H5 -3.687 -0.972 2.821
H6 -2.632 -2.327 2.378
H7 -5.384 -0.780 1.924
H8 -6.127 -1.813 0.644
C3 -1.051 0.477 0.441
C4 -1.588 0.080 -0.887
O3 -0.604 0.129 -1.818
O4 -0.557 -0.716 1.061
H9 -1.878 0.703 1.114
H10 -0.383 1.335 0.364
H11 -2.420 0.672 -1.267
H12 -1.987 -0.908 -1.113
H13 -0.950 0.160 -2.713
H14 -0.933 -1.481 0.620
C5 -1.283 2.222 -4.504
C6 0.164 2.695 -4.191
O5 1.041 2.124 -5.126
O6 -1.351 0.785 -4.493
H15 -1.916 2.449 -5.362
H16 -2.000 2.420 -3.707
H17 0.581 2.376 -3.236
H18 0.109 3.782 -4.237
H19 1.787 2.724 -5.203
H20 -0.914 0.529 -5.309
C7 -0.229 -3.676 4.901
C8 -0.157 -3.473 3.420
O7 -1.262 -3.891 2.649
O8 -0.398 -5.184 5.169
H21 -1.090 -3.182 5.352
H22 0.772 -3.386 5.220
H23 0.742 -3.961 3.043
H24 -0.134 -2.394 3.270
H25 -1.216 -4.849 2.623
H26 -0.506 -5.267 6.119
C9 2.788 -0.360 1.027
C10 2.420 1.105 1.231
O9 2.105 1.667 0.031
O10 4.070 -0.389 0.455
H27 2.057 -0.906 0.429
H28 2.849 -0.908 1.967
H29 3.120 1.821 1.661
H30 1.534 1.114 1.865
H31 1.476 1.069 -0.379
H32 4.603 -0.019 1.163
C11 0.914 4.914 1.283
C12 2.136 4.798 2.268
O11 3.171 5.669 1.833
O12 1.276 4.540 -0.056
H33 0.462 5.902 1.371
H34 0.179 4.247 1.732
H35 2.425 3.747 2.263
H36 1.928 5.018 3.316
H37 3.442 5.297 0.991
H38 1.385 3.588 -0.111

5.
The following is a DFT calculation (the ωB97M-V functional and the def2-TZVPD basis) of 7 unconnected molecules or ions with the total composition C12H38N6O7 at a distorted geometry.

Summary:
Charge: +1
DFT total energy in Eh: -1334.973937
Orbital gap (alpha / beta) in eV: 10.078 / 4.165
Multiplicity: 2
E_LUMO (alpha / beta) in Eh: -0.079 / -0.296
Expectation value of S²: 0.754

Atoms and positions in Å:
O1 0.359 0.875 -0.650
H1 0.611 1.290 0.175
H2 -0.548 1.146 -0.788
C1 0.209 2.747 2.675
O2 -0.086 2.655 1.476
N1 -0.302 2.079 3.629
N2 1.050 3.616 3.200
H3 -0.016 2.242 4.584
H4 -1.156 1.579 3.427
H5 1.064 3.751 4.201
H6 1.487 4.279 2.575
C2 1.321 -1.826 -2.704
O3 1.687 -2.694 -3.514
N3 1.343 -0.539 -3.032
N4 0.769 -1.961 -1.561
H7 1.496 -0.229 -3.981
H8 0.962 0.129 -2.377
H9 0.655 -2.903 -1.213
H10 0.535 -1.086 -1.113
C3 -3.226 1.821 0.229
O4 -2.384 1.095 -0.214
N5 -4.531 1.750 -0.111
N6 -2.931 2.748 1.155
H11 -4.741 1.310 -0.995
H12 -5.214 2.320 0.367
H13 -1.961 2.922 1.374
H14 -3.611 3.353 1.592
C4 2.824 0.055 1.716
C5 3.988 1.022 1.379
C6 3.810 2.366 1.956
O5 5.176 0.392 1.694
H15 1.847 0.500 1.524
H16 2.953 0.018 2.797
H17 2.932 -0.936 1.275
H18 4.114 1.254 0.322
H19 3.098 3.046 1.489
H20 4.725 2.912 1.726
H21 3.664 2.350 3.036
H22 5.251 -0.418 1.184
C7 0.069 -2.182 1.892
C8 0.634 -3.534 1.595
C9 0.329 -4.518 2.768
O6 0.068 -4.084 0.414
H23 -1.021 -2.203 1.916
H24 0.388 -1.549 1.064
H25 0.542 -1.819 2.805
H26 1.689 -3.537 1.321
H27 0.734 -5.514 2.587
H28 -0.758 -4.508 2.836
H29 0.572 -4.140 3.762
H30 -0.138 -5.002 0.607
C10 -2.358 0.226 -5.624
C11 -2.384 -0.653 -4.453
C12 -2.506 0.103 -3.127
O7 -3.613 -1.400 -4.609
H31 -2.940 1.134 -5.468
H32 -2.493 -0.162 -6.634
H33 -1.338 0.610 -5.626
H34 -1.454 -1.209 -4.336
H35 -3.393 0.736 -3.117
H36 -1.628 0.723 -2.945
H37 -2.510 -0.485 -2.209
H38 -3.711 -2.064 -3.923

6.
The following is a DFT calculation (the ωB97M-V functional and the def2-TZVPD basis) of 7 unconnected molecules or ions with the total composition C12H38O13 at a distorted geometry.

Summary:
Charge: 0
DFT total energy in Eh: -1457.972900
Orbital gap in eV: 9.757
SMILES string: OCCO.OCCO.OCCO.OCCO.OCCO.OCCO.O
Relative energy (zero: lowest compared OMol25 entry of this formula, charge and spin) in kcal per mole: 27.5
Multiplicity: 1
E_LUMO in Eh: 0.001

Atoms and positions in Å:
O1 -7.505 6.635 24.151
C1 -6.450 6.593 25.104
C2 -6.209 5.136 25.405
O2 -4.891 5.014 25.893
H1 -7.541 7.478 23.693
H2 -5.506 6.970 24.711
H3 -6.767 7.152 25.984
H4 -6.298 4.502 24.523
H5 -6.852 4.797 26.217
H6 -4.299 5.488 25.304
O3 -11.403 2.883 25.839
C3 -11.917 3.710 24.825
C4 -11.135 5.053 24.454
O4 -10.103 4.933 23.520
H7 -11.991 2.135 25.966
H8 -11.955 3.066 23.946
H9 -12.932 3.913 25.168
H10 -10.723 5.585 25.312
H11 -11.831 5.777 24.031
H12 -9.272 5.271 23.861
O5 -11.188 3.797 21.121
C5 -12.323 4.619 21.075
C6 -13.319 4.157 19.981
O6 -14.113 3.068 20.551
H13 -10.746 4.105 21.916
H14 -12.783 4.696 22.061
H15 -12.136 5.649 20.769
H16 -12.716 3.903 19.109
H17 -13.887 5.028 19.655
H18 -13.540 2.302 20.637
O7 -15.514 2.477 27.980
C7 -14.990 3.311 26.980
C8 -15.965 4.423 26.622
O8 -15.249 5.241 25.725
H19 -15.434 2.977 28.795
H20 -14.028 3.643 27.372
H21 -14.776 2.856 26.013
H22 -16.236 5.021 27.492
H23 -16.885 4.067 26.159
H24 -15.364 4.834 24.863
O9 -9.582 2.260 30.186
C9 -10.805 2.479 29.547
C10 -11.142 3.947 29.499
O10 -11.280 4.557 30.729
H25 -9.153 1.444 29.920
H26 -10.722 2.135 28.516
H27 -11.544 1.865 30.062
H28 -12.015 4.204 28.898
H29 -10.271 4.470 29.104
H30 -10.437 4.501 31.185
O11 -9.199 -0.784 25.638
C11 -9.512 0.305 24.796
C12 -8.629 1.524 25.114
O12 -8.826 2.212 26.365
H31 -10.011 -1.291 25.706
H32 -9.385 -0.046 23.772
H33 -10.530 0.605 25.044
H34 -8.790 2.259 24.324
H35 -7.569 1.283 25.041
H36 -9.687 2.635 26.340
O13 -12.864 0.788 26.454
H37 -13.808 0.674 26.349
H38 -12.589 0.038 26.982

7.
The following is a DFT calculation (the ωB97M-V functional and the def2-TZVPD basis) of a molecular structure, C12H39BN10O12Pd at a distorted geometry.

Summary:
Charge: -2
DFT total energy in Eh: -2083.287330
Orbital gap (alpha / beta) in eV: 2.075 / 2.135
Multiplicity: 3
E_LUMO (alpha / beta) in Eh: 0.064 / 0.063
Expectation value of S²: 2.020

Atoms and positions in Å:
N1 4.011 1.313 -5.166
H1 3.113 0.947 -5.451
H2 4.480 1.717 -5.964
H3 4.613 0.555 -4.881
H4 4.090 1.958 -4.393
Pd1 -1.793 -0.974 -3.370
B1 1.105 -0.753 -1.001
H5 0.710 -0.528 -0.023
H6 0.564 -1.652 -1.252
H7 0.925 0.044 -1.705
H8 2.171 -0.897 -0.909
C1 -1.811 0.449 -7.310
O1 -2.613 0.761 -6.438
O2 -2.060 -0.143 -8.336
O3 -0.796 0.049 -6.726
C2 -2.839 -4.702 -5.293
O4 -2.988 -4.823 -6.556
O5 -3.613 -3.944 -4.643
O6 -1.669 -4.403 -5.028
C3 -4.712 -0.226 4.452
O7 -4.708 0.471 3.263
C4 -5.642 -0.015 2.259
C5 -4.838 -0.400 0.997
N2 -3.969 0.669 0.562
C6 -4.745 1.846 0.071
C7 -3.878 3.081 0.353
O8 -3.032 3.036 1.470
C8 -3.470 3.528 2.722
H9 -5.405 -1.068 4.473
H10 -4.850 0.379 5.348
H11 -3.775 -0.775 4.556
H12 -6.426 0.691 1.987
H13 -6.104 -0.938 2.609
H14 -5.525 -0.586 0.171
H15 -4.328 -1.329 1.251
H16 -3.561 0.854 1.468
H17 -5.658 1.921 0.661
H18 -5.155 1.706 -0.929
H19 -4.516 3.945 0.541
H20 -3.159 3.140 -0.463
H21 -3.382 4.606 2.855
H22 -2.755 3.072 3.407
H23 -4.377 3.043 3.084
C9 7.307 -3.252 -2.195
O9 7.021 -2.287 -2.936
N3 8.389 -3.879 -2.170
N4 6.806 -3.553 -0.988
H24 8.626 -4.660 -1.575
H25 9.221 -3.733 -2.724
H26 5.912 -3.188 -0.691
H27 7.177 -4.263 -0.373
C10 2.104 6.069 -1.324
O10 2.973 6.470 -2.016
N5 1.892 4.904 -0.838
N6 1.186 6.774 -0.822
H28 1.124 4.685 -0.220
H29 2.559 4.145 -0.824
H30 0.522 6.233 -0.287
H31 1.145 7.645 -1.331
C11 3.623 0.786 5.262
O11 4.581 0.841 6.024
N7 2.364 1.021 5.556
N8 3.791 0.655 3.944
H32 2.108 1.282 6.498
H33 1.695 0.781 4.839
H34 4.745 0.690 3.615
H35 3.047 0.763 3.270
C12 0.177 -5.454 2.757
O12 -0.048 -6.359 3.624
N9 0.042 -5.529 1.496
N10 0.653 -4.284 3.109
H36 0.372 -4.726 0.980
H37 -0.278 -6.388 1.070
H38 0.751 -3.540 2.434
H39 0.783 -4.274 4.111